C19H48ClNO4 | ωB97M-V with the def2-TZVPD basis set

Summary:
LUMO energy: 0.07 eV
HOMO level: -7.74 eV
Molecular weight: 390.05 g/mol
ΔE to the lowest compared entry with this formula, charge and spin: 57.5 kcal/mol

The geometry in XYZ format:
```
73
C19H48ClNO4 ωB97M-V with the def2-TZVPD basis set
Cl -0.283 -0.475 -1.304
O 1.050 1.866 -2.734
O 2.516 -1.476 -0.326
O -0.862 -3.714 -2.220
O -2.503 -0.466 -1.966
N -0.489 1.104 2.559
C 3.348 -0.107 3.153
C -3.094 -1.506 -1.192
C 0.842 0.239 2.500
C -2.409 4.892 -0.538
C -1.350 0.589 4.822
C 0.305 -4.041 -2.861
C -0.368 2.095 1.363
C -0.050 -5.415 -3.565
C 1.045 1.354 -4.083
C -1.668 2.803 0.862
C -4.073 -0.927 -0.274
C 3.269 -2.201 -1.170
C -1.911 -0.432 3.809
C -1.667 0.196 2.451
C -1.306 3.923 -0.105
C 1.945 2.109 -4.953
C 4.410 -2.834 -0.429
C -0.744 1.773 3.898
C 2.215 0.930 2.715
H -5.011 -0.444 -0.804
H 0.466 -3.169 -3.440
H -3.378 -2.137 -1.819
H -3.846 -0.145 0.580
H -0.452 0.206 5.207
H -2.848 -0.661 4.219
H -2.221 -2.070 -0.786
H 0.608 -0.250 3.367
H -3.193 4.296 -0.857
H 3.200 -0.412 4.153
H 0.613 -5.841 -4.195
H 1.858 3.219 -4.987
H 3.411 -1.044 2.551
H -2.135 3.403 1.642
H 2.836 2.108 -4.276
H -0.093 1.416 -4.566
H 0.240 2.072 4.044
H 1.289 0.288 -3.983
H -1.373 2.582 3.591
H -1.686 0.007 -1.639
H -1.073 -2.813 -2.038
H 2.599 -2.803 -1.510
H 5.199 -3.168 -1.183
H 3.593 -1.482 -2.163
H -2.529 0.739 2.325
H 0.830 -0.430 1.674
H 0.722 1.047 -2.290
H 4.129 -3.681 0.317
H -0.563 4.333 0.522
H 1.205 -4.189 -1.988
H -2.981 5.210 0.458
H -4.669 -1.806 0.308
H -2.307 5.801 -1.220
H 4.874 -2.092 0.292
H -0.065 -6.145 -2.804
H 2.238 1.818 3.566
H -0.700 3.425 -0.918
H 4.486 0.296 3.341
H -2.033 0.984 5.563
H 0.529 2.857 1.717
H 2.357 1.354 1.831
H 1.662 -1.228 -0.746
H 2.178 1.677 -5.874
H -1.039 -5.305 -4.115
H -1.158 -1.314 3.807
H -2.345 1.945 0.513
H -1.598 -0.545 1.623
H 0.015 1.783 0.556
```

Atom-resolved charges from Löwdin, all expressed in e:
1. Cl 0.41
2. O -0.16
3. O -0.13
4. O -0.11
5. O -0.29
6. N -0.18
7. C -0.08
8. C -0.39
9. C -0.06
10. C -0.09
11. C -0.09
12. C -0.30
13. C -0.09
14. C -0.06
15. C -0.38
16. C -0.18
17. C -0.11
18. C -0.42
19. C -0.13
20. C -0.15
21. C -0.27
22. C -0.12
23. C -0.10
24. C -0.03
25. C -0.18
26. H 0.10
27. H 0.09
28. H 0.03
29. H 0.07
30. H 0.08
31. H 0.10
32. H 0.08
33. H 0.07
34. H 0.03
35. H 0.03
36. H 0.01
37. H 0.09
38. H 0.07
39. H 0.10
40. H 0.09
41. H 0.16
42. H 0.08
43. H 0.10
44. H 0.12
45. H -0.23
46. H -0.01
47. H 0.00
48. H 0.09
49. H 0.18
50. H 0.09
51. H 0.11
52. H -0.08
53. H 0.10
54. H 0.08
55. H 0.15
56. H 0.11
57. H 0.11
58. H 0.10
59. H 0.07
60. H 0.05
61. H 0.16
62. H 0.13
63. H 0.13
64. H 0.11
65. H 0.19
66. H 0.04
67. H -0.05
68. H 0.05
69. H 0.10
70. H 0.14
71. H 0.13
72. H 0.14
73. H 0.01